Record 1
Density functional theory data (ωB97M-V/def2-TZVPD) for C20H21F2N5O3S2 in the gas phase in a non-equilibrium geometry.

Structure (XYZ):
```
53
Properties=species:S:1:pos:R:3:forces:R:3
C 3.6118 1.8264 -3.8601 -0.1 0.0 -0.3
C 2.6091 1.5311 -4.9722 0.7 -0.1 0.1
N 1.4225 0.8639 -4.4819 0.0 -1.1 -0.1
C 0.1588 1.5528 -4.4203 -0.6 0.2 0.3
C 0.0024 2.3738 -3.1419 0.0 -0.1 -0.3
S 1.3580 -0.7887 -4.4589 -0.2 0.4 0.1
O 2.6807 -1.2846 -4.6914 0.2 0.2 0.2
O 0.2878 -1.2716 -5.2878 -0.1 0.1 0.2
C 0.8885 -1.1074 -2.7508 0.0 0.0 -0.6
C -0.2543 -1.8374 -2.4815 -0.1 0.0 -0.1
C -0.6113 -2.0721 -1.1628 0.1 0.0 -0.1
C 0.1612 -1.5718 -0.1293 0.0 -0.1 0.0
C 1.3047 -0.8212 -0.4064 -0.3 -0.2 -0.6
C 2.1559 -0.2671 0.6301 0.6 0.3 0.3
N 3.3837 0.1018 0.4213 -0.3 -0.4 -0.8
N 3.8474 0.5490 1.5978 -0.9 -0.2 0.5
C 2.9251 0.4667 2.5919 0.3 0.2 0.0
S 3.1725 0.9482 4.1428 0.0 0.2 0.6
N 1.8072 -0.0633 1.9617 1.6 0.3 -0.2
N 0.5545 -0.2618 2.3945 -1.1 0.0 0.4
C 0.2231 -0.2179 3.6284 0.9 0.1 0.0
C -1.1594 -0.4178 4.0044 -0.8 -0.1 0.1
C -2.1685 -0.5604 3.0505 0.1 0.0 0.3
C -3.4824 -0.7578 3.4268 -0.2 0.0 -0.1
C -3.8008 -0.8115 4.7765 0.1 0.0 0.2
O -5.0874 -1.0062 5.2811 1.0 0.2 0.2
C -6.1291 -1.1732 4.4613 -1.5 -0.2 -0.2
F -6.3343 -0.1176 3.6336 0.1 0.3 0.0
F -5.9958 -2.2440 3.6383 0.2 -0.2 0.0
C -2.8102 -0.6636 5.7425 -0.5 -0.1 -0.1
C -1.5022 -0.4673 5.3589 0.1 0.0 -0.4
C 1.6702 -0.6020 -1.7372 0.0 0.0 0.4
H 4.0062 0.8930 -3.4680 0.1 -0.1 0.1
H 3.1439 2.3845 -3.0530 0.0 0.1 0.1
H 4.4382 2.4099 -4.2582 0.1 0.1 0.0
H 2.3046 2.4578 -5.4667 -0.1 -0.1 0.0
H 3.0821 0.8796 -5.7112 0.0 0.3 -0.1
H -0.6134 0.7820 -4.4684 -0.1 0.2 -0.1
H 0.0408 2.2032 -5.2955 0.0 -0.2 0.0
H -0.9871 2.8224 -3.1115 -0.1 0.1 0.0
H 0.7435 3.1680 -3.1070 0.1 0.1 0.1
H 0.1282 1.7398 -2.2674 0.0 0.0 0.1
H -0.8374 -2.2102 -3.3086 -0.1 -0.1 0.0
H -1.4940 -2.6510 -0.9377 -0.1 -0.1 0.0
H -0.1152 -1.7637 0.8948 0.0 0.0 -0.1
H 4.7938 0.8794 1.6987 -0.2 0.0 0.1
H 0.9266 -0.0399 4.4362 0.1 0.0 -0.2
H -1.9105 -0.5056 2.0050 0.0 0.0 -0.1
H -4.2370 -0.8636 2.6642 0.0 0.0 0.0
H -7.0365 -1.3159 5.0685 0.4 0.1 -0.1
H -3.0911 -0.7055 6.7823 0.0 0.0 0.1
H -0.7341 -0.3524 6.1088 0.1 0.0 0.1
H 2.5591 -0.0392 -1.9653 0.1 0.1 0.0
```
Forces are in eV/Å.

E_HOMO: -0.302 hartree
lowest unoccupied orbital energy: -0.370 eV
orbital gap: 7.85 eV
total charge: 0
ΔE to the lowest compared entry with this formula, charge and spin: 0.211 eV

=====

Record 2
Density functional theory data (ωB97M-V/def2-TZVPD) for C4H5F2N3 in the gas phase in a non-equilibrium geometry.

Structure (XYZ):
```
14
Properties=species:S:1:pos:R:3:forces:R:3
C 2.5847 -0.0868 -0.2039 -1.9 -1.7 0.3
C 1.8216 0.9276 -0.0073 -2.1 0.8 0.2
C -1.8726 0.4185 -0.5234 -3.0 -1.7 -1.2
C -1.3830 -0.4219 0.6322 1.6 0.5 -0.1
N 1.9718 -1.4263 0.0705 0.4 0.4 0.3
N 0.7768 -1.4552 0.4123 1.5 -1.1 -1.0
N 0.0806 -0.4697 0.6111 2.0 3.0 -0.3
F 3.7695 -0.3068 -0.7297 0.4 0.5 0.1
F 1.7067 2.2708 -0.0335 0.2 -2.3 0.2
H -1.3778 1.3514 -0.4913 0.3 1.1 -0.2
H -2.9879 0.5150 -0.3799 1.0 0.5 0.2
H -1.9168 -0.0124 -1.5741 1.0 0.2 1.3
H -1.6595 -1.4783 0.6806 -0.6 0.4 0.1
H -1.5141 0.1742 1.5364 -1.0 -0.5 0.2
```
Forces are in eV/Å.

E_HOMO (alpha / beta): -0.340 / -0.340 hartree
lowest unoccupied orbital energy (alpha / beta): -1.052 / -1.058 eV
orbital gap (alpha / beta): 8.19 / 8.19 eV
total charge: 0
ΔE to the lowest compared entry with this formula, charge and spin: 6.947 eV

=====

Record 3
Density functional theory data (ωB97M-V/def2-TZVPD) for 2 unconnected molecules or ions with the total composition C2H4FNOS in a non-equilibrium geometry.

Structure (XYZ):
```
10
Properties=species:S:1:pos:R:3:forces:R:3
C 0.0255 -0.2598 -0.1111 -1.0 0.0 0.8
C -1.4112 0.0912 -0.4055 0.8 -2.7 0.9
H 2.6730 -0.7891 -0.4499 -0.7 1.5 3.5
H 0.3385 1.3220 0.9041 -0.4 2.7 0.9
H -1.9002 -0.7318 0.3715 0.2 2.5 -2.3
H -1.3620 -0.1431 -1.4549 -1.3 -0.8 -0.4
N 0.7433 0.4738 0.7132 1.7 -1.1 0.6
O 0.3655 -1.3222 -0.5298 1.2 -2.2 -1.2
F -1.7590 1.3830 -0.3317 -0.6 1.2 1.1
S 2.2866 -0.0238 1.2942 0.2 -1.1 -3.8
```
Forces are in eV/Å.

E_HOMO: -0.340 hartree
lowest unoccupied orbital energy: -0.785 eV
orbital gap: 8.45 eV
total charge: 0
ΔE to the lowest compared entry with this formula, charge and spin: 2.691 eV

=====

Record 4
Density functional theory data (ωB97M-V/def2-TZVPD) for a molecular structure, C44H117F6N9O15Ti in a non-equilibrium geometry.

Structure (XYZ):
```
192
Properties=species:S:1:pos:R:3:forces:R:3
Ti -4.6514 -5.1465 -0.8309 -0.7 0.5 0.3
O -1.1610 -3.2533 3.3024 0.8 -0.5 0.6
H -1.2159 -2.8237 2.4457 -0.5 1.4 -1.5
H -2.0349 -3.5076 3.6077 -2.4 0.2 0.7
H -0.7455 -4.1075 3.1635 0.8 -0.5 0.1
O 0.6655 -5.5379 -1.2045 0.3 -0.5 -0.9
H 0.3322 -6.3633 -1.5641 0.2 -1.2 -0.7
H 0.9525 -5.7227 -0.3072 0.4 0.4 1.1
H -0.0944 -4.9577 -1.2912 -0.7 1.7 0.4
C -5.5855 -3.7365 4.1590 1.8 -0.9 -2.6
O -4.6319 -2.8923 4.8091 -0.4 -0.1 1.1
O -4.8052 -4.5833 3.3042 -1.5 0.9 1.7
C -6.5418 -4.4666 5.2046 1.7 0.3 -0.2
F -7.4704 -3.7212 5.8500 0.9 1.1 0.5
F -7.2791 -5.4044 4.7232 -1.3 -2.1 -2.4
F -5.7418 -5.1050 6.0637 0.4 0.4 1.3
C -5.1357 -1.8246 5.6326 -0.5 -0.6 -0.5
C -3.9688 -1.0245 6.0730 0.8 1.4 -0.1
H -3.5859 -0.4618 5.2216 0.3 -0.2 -0.2
H -4.2146 -0.2377 6.7863 -0.4 -0.1 0.2
H -3.1477 -1.5836 6.5217 -0.2 -0.3 -0.1
H -5.7364 -2.1309 6.4890 0.1 -0.6 0.0
H -5.8129 -1.2418 5.0082 -0.1 0.4 0.0
H -6.1837 -3.1172 3.4906 -0.7 0.4 0.2
C -1.7254 -0.4203 -0.2903 1.2 -2.6 1.1
O -1.0472 -0.0467 0.9762 0.8 2.2 0.6
O -1.8011 -1.8065 -0.2522 -0.7 1.2 0.0
C -3.1575 0.2931 -0.4087 0.5 -1.4 0.3
F -4.0158 -0.2736 0.4407 -0.1 -0.5 0.6
F -3.1865 1.5810 -0.1276 0.6 1.2 0.1
F -3.7441 0.1649 -1.6135 0.5 -0.2 -0.6
C -0.3435 1.2850 1.0458 -0.4 0.9 1.1
C 0.3702 1.7153 2.4333 -0.7 -1.6 -1.2
H -0.3006 2.0426 3.2277 -0.1 -0.3 -0.1
H 0.9766 0.8654 2.7465 -0.1 -0.1 0.4
H 1.1135 2.4962 2.2727 -0.3 0.2 -0.4
H -1.0400 2.0955 0.8308 -0.4 -0.2 0.0
H 0.4567 1.4889 0.3344 0.0 -1.2 -0.6
H -0.9685 -0.1836 -1.0381 -0.6 1.0 -0.7
C 4.8168 -2.3047 -2.4518 -1.9 -1.8 0.7
C 3.9672 -1.5965 -1.3369 3.0 -0.3 -2.0
C 4.3607 -2.0341 0.0880 1.0 -0.4 0.1
O 4.3120 -3.4936 0.2620 -2.6 1.1 0.0
C 5.3558 -4.2373 0.8256 1.2 0.5 -0.9
N 4.2829 -0.1897 -1.6028 -0.3 1.3 1.4
H 4.6339 -3.3786 -2.4158 0.2 -0.4 0.1
H 5.8984 -2.1867 -2.3860 -0.2 0.6 0.0
H 4.3632 -2.0297 -3.4040 0.6 0.4 -0.2
H 2.8965 -1.7482 -1.4730 0.0 -0.1 -0.1
H 3.7098 -1.4013 0.6914 -0.4 -0.8 0.9
H 5.3643 -1.7914 0.4374 0.3 0.6 -0.7
H 6.2050 -4.1230 0.1519 0.4 -0.3 -0.1
H 5.0676 -5.2885 0.8300 -0.2 0.1 0.0
H 5.7532 -3.9673 1.8040 -0.6 0.4 0.3
H 4.2527 0.0828 -2.5748 -0.8 -0.5 -0.2
H 5.2536 0.0215 -1.4209 0.2 -0.2 0.7
C -6.2092 -5.2767 -4.7816 -0.7 -1.1 -1.3
C -7.4942 -5.8628 -4.2142 2.7 -1.6 -0.5
C -7.4619 -7.4504 -4.2115 1.9 2.2 0.7
O -8.6701 -7.8000 -3.7622 -3.8 0.5 0.4
C -8.9249 -9.1116 -3.3957 0.0 -0.8 0.4
N -7.4752 -5.3025 -2.8693 -1.1 -0.7 -0.1
H -6.2658 -5.6988 -5.7850 1.2 0.4 -0.4
H -5.3747 -5.6465 -4.1858 0.2 -0.2 -0.3
H -6.1350 -4.1898 -4.8150 -0.4 0.0 0.0
H -8.3308 -5.6771 -4.8877 -0.4 0.7 0.5
H -6.7980 -7.8023 -3.4218 1.3 0.0 -0.2
H -7.1697 -7.8117 -5.1975 -0.1 -0.3 -0.2
H -9.8862 -9.2531 -2.9018 -0.4 0.7 -0.5
H -8.2762 -9.4077 -2.5712 0.8 -0.4 -0.3
H -8.8969 -9.7381 -4.2872 0.3 -0.5 0.3
H -7.9137 -4.4298 -3.1263 -0.2 0.8 1.3
H -8.1388 -5.8874 -2.3819 -0.6 0.4 0.8
C 2.7156 -4.2469 -9.2272 0.8 0.0 0.8
C 1.3972 -3.8557 -8.5844 0.2 -1.4 0.3
C 1.4282 -2.5349 -7.8658 1.5 2.6 -0.3
O 0.2786 -1.9845 -7.2494 -1.0 -0.7 0.2
C -0.1317 -2.6761 -6.0951 0.3 -0.5 0.2
N 0.3665 -3.9539 -9.6050 0.1 0.1 1.2
H 3.0608 -3.4425 -9.8768 0.1 0.0 -0.1
H 2.7067 -5.1871 -9.7786 -0.7 0.2 -0.2
H 3.4806 -4.4649 -8.4820 0.2 0.5 0.2
H 1.1552 -4.5544 -7.7835 0.0 -0.6 0.0
H 1.6759 -1.6801 -8.4952 0.1 -0.3 -1.0
H 2.2750 -2.4464 -7.1853 0.1 -0.7 0.7
H -0.3974 -3.7040 -6.3421 -0.1 -0.2 0.1
H -0.9794 -2.2287 -5.5762 0.0 0.4 -0.5
H 0.6899 -2.7001 -5.3792 0.2 -0.1 0.2
H -0.2754 -3.3166 -9.1557 -1.2 0.3 -1.3
H 0.8015 -3.5665 -10.4301 -0.6 0.5 -0.4
C -10.1759 0.8714 -2.6430 0.6 0.8 -0.5
C -10.2141 -0.0527 -3.8418 -0.8 -0.9 1.5
C -9.0082 0.1003 -4.7809 -0.4 -0.9 -1.1
O -8.7860 1.3573 -5.3595 -0.2 1.4 0.1
C -7.7505 2.1715 -4.8317 0.3 -0.3 1.3
N -10.2798 -1.4218 -3.2628 1.0 -0.5 -0.3
H -10.2825 1.8979 -2.9937 0.0 0.1 0.2
H -9.1860 0.7818 -2.1955 0.0 0.0 0.3
H -10.9455 0.6785 -1.8956 0.0 -0.1 -0.2
H -11.1628 0.0750 -4.3632 0.2 0.5 -0.5
H -9.2558 -0.5031 -5.6542 -0.1 -0.3 -0.1
H -8.0986 -0.3831 -4.4246 0.2 0.3 0.7
H -6.7955 1.6577 -4.9416 0.2 0.2 -0.4
H -7.8239 2.3894 -3.7663 -0.4 -0.6 0.5
H -7.7219 3.2109 -5.1585 -0.3 -0.4 -1.2
H -10.6075 -1.4637 -2.3084 0.0 0.3 -0.1
H -10.7671 -2.1326 -3.7896 -0.1 0.3 -0.3
C -0.7581 7.3012 6.7748 -1.1 -0.1 -0.5
C 0.2586 6.4077 6.0496 -0.4 0.5 0.6
C 0.5409 6.8295 4.6048 1.7 -0.7 -0.7
O -0.4826 6.5228 3.6928 -0.7 -0.3 -1.8
C -0.0673 6.6697 2.2864 0.0 0.2 0.8
N 1.4442 6.2389 6.8807 1.1 0.7 -0.6
H -0.5011 8.2985 7.1317 1.3 -0.1 -0.1
H -1.1531 6.8063 7.6621 -0.3 -0.2 -0.2
H -1.5588 7.5927 6.0951 -0.5 -0.6 0.0
H 0.0152 5.3454 6.0288 -1.4 0.2 -0.6
H 1.4170 6.2463 4.3212 0.3 -0.4 0.0
H 0.9027 7.8373 4.4009 -0.3 0.7 0.7
H -0.8277 6.4550 1.5356 -0.8 -0.1 0.8
H 0.7300 5.9965 1.9712 0.4 -0.1 0.7
H 0.2352 7.6957 2.0768 0.2 0.1 0.3
H 1.8549 7.1504 7.0251 0.3 0.1 0.3
H 1.1263 5.9106 7.7814 0.1 0.0 0.1
C 3.5932 -3.5289 7.2523 0.3 0.9 0.1
C 4.4887 -2.6669 8.2121 -3.1 -1.3 0.4
C 3.5880 -1.4802 8.8079 0.4 -1.8 -0.2
O 2.7791 -0.8829 7.8252 0.0 0.4 -0.3
C 2.1160 0.2595 8.3320 0.5 1.0 -0.6
N 4.8381 -3.6504 9.2609 1.1 1.5 -0.2
H 3.6205 -3.1299 6.2383 -0.1 -0.3 -0.1
H 2.5594 -3.5167 7.5974 -0.1 0.4 0.0
H 3.8487 -4.5867 7.3144 0.6 0.1 -0.4
H 5.3814 -2.2510 7.7449 0.0 -0.2 0.0
H 4.2722 -0.8637 9.3909 0.0 0.9 -0.3
H 2.8489 -1.8479 9.5196 0.3 -0.8 0.5
H 1.3185 0.6313 7.6886 0.0 -0.6 -0.5
H 2.8572 1.0580 8.2997 0.0 0.4 0.6
H 1.6565 0.1691 9.3163 0.3 -0.4 0.3
H 5.1229 -3.0989 10.0577 0.1 -0.5 0.6
H 4.0983 -4.2942 9.5022 -0.2 0.4 0.0
C 9.3423 0.0875 5.5807 0.6 0.9 -0.3
C 8.4142 -0.0161 4.3553 0.9 1.2 0.1
C 7.1405 0.8326 4.4152 -0.6 0.1 1.4
O 7.3860 2.0819 5.0810 3.1 -1.5 0.1
C 6.2738 2.7902 5.3955 -1.7 0.2 -0.9
N 9.0838 0.4682 3.1419 0.9 -0.8 -0.1
H 10.3114 -0.3712 5.3843 -0.2 -0.8 -0.4
H 8.9567 -0.3751 6.4892 -0.1 0.4 0.1
H 9.7112 1.1086 5.6773 -0.7 0.3 0.7
H 8.3053 -1.1005 4.3339 -1.0 0.0 -0.9
H 6.3852 0.2513 4.9441 -0.4 0.1 0.5
H 6.6866 1.0940 3.4593 0.4 -0.4 -0.5
H 6.4307 3.7629 5.8618 0.6 -0.3 0.3
H 5.6266 2.1467 5.9915 -0.6 0.3 0.2
H 5.8367 3.0283 4.4258 -1.1 0.2 0.0
H 10.0390 0.1559 3.2429 0.4 -0.3 -0.5
H 9.2161 1.4691 3.1698 -0.5 0.4 0.3
C -0.1666 3.6864 -7.8361 -0.2 1.5 0.7
C -0.5962 4.0395 -6.4058 -1.1 -0.5 0.3
C -1.3716 5.3784 -6.2787 1.6 0.6 0.7
O -0.5437 6.5159 -6.7385 -0.1 -1.6 -0.2
C -1.1437 7.7757 -6.5449 -1.3 -0.7 -0.3
N -1.4920 2.9672 -5.8813 0.3 0.4 -0.4
H -0.9802 3.7046 -8.5612 -0.2 -0.1 0.2
H 0.3902 2.7543 -7.9323 0.1 0.2 0.2
H 0.4289 4.5820 -8.0133 0.6 -0.4 -0.9
H 0.2899 4.1418 -5.7792 0.3 0.0 -0.1
H -1.5056 5.6071 -5.2214 -0.1 -0.4 0.4
H -2.3840 5.2204 -6.6507 0.0 0.6 -0.9
H -0.6343 8.5799 -7.0759 0.2 -0.4 -0.1
H -1.2741 8.0725 -5.5043 0.3 -0.2 0.3
H -2.1460 7.6249 -6.9459 -0.4 0.8 -0.1
H -1.5446 2.9648 -4.8726 0.0 0.2 0.2
H -1.0613 2.0894 -6.1342 -0.1 -0.2 0.0
C 7.4830 5.0493 -2.3264 -0.6 2.0 -2.6
C 7.3189 4.7031 -0.8942 0.9 -1.5 -0.3
C 6.1104 5.2104 -0.1498 0.1 1.0 -0.3
O 6.2339 6.6195 0.0092 0.4 -0.6 0.4
C 5.2692 7.1886 0.8583 0.0 1.2 -0.8
N 7.2532 3.2406 -0.9750 -0.1 -1.0 0.7
H 6.7573 4.6542 -3.0372 -0.6 -0.6 0.6
H 8.4022 4.7479 -2.8286 0.5 -0.2 0.7
H 7.3902 6.1058 -2.5784 0.3 0.4 0.5
H 8.2796 4.9213 -0.4277 -0.3 0.8 0.7
H 5.9976 4.7504 0.8319 0.2 -0.3 0.2
H 5.2233 4.9644 -0.7335 -0.3 0.0 -0.1
H 5.1830 6.8153 1.8788 0.1 -0.7 -0.1
H 4.3272 7.2112 0.3104 -0.5 -0.3 0.4
H 5.5483 8.2357 0.9752 0.1 0.1 -0.1
H 7.2141 2.8457 -0.0462 -0.3 -0.1 0.4
H 8.1830 2.9696 -1.2616 0.1 -0.3 -0.5
```
Forces are in eV/Å.

E_HOMO (alpha / beta): -0.333 / -0.331 hartree
spin multiplicity: 4
lowest unoccupied orbital energy (alpha / beta): -5.366 / -5.489 eV
orbital gap (alpha / beta): 3.69 / 3.52 eV
total charge: +1